1.
C18H41BCl2FN5NbO5S as an isolated structure in a non-equilibrium geometry, computed with ωB97M-V with the def2-TZVPD basis set.

```
! wB97M-V def2-TZVPD RIJCOSX def2/J DEFGRID3
* xyz -1 1
H -5.81177 1.42050 5.89064
C 0.35586 -1.70036 -1.89064
H 6.71963 -3.37267 -1.89207
H -6.59541 -1.21287 3.99240
H 1.55787 -0.14664 2.89362
H -7.61315 0.12950 3.39251
H -4.01113 -2.89331 -1.74730
H 1.75136 -0.89524 0.77452
H 2.77934 -3.05559 -2.14108
H 0.48225 0.34544 -0.89639
C 6.78546 -2.23815 -1.59267
C 1.53355 6.50797 -2.19244
H -6.42436 -0.80558 -2.73221
H -0.71928 -1.34487 -2.24340
C 3.90166 -5.55687 -1.03401
C 1.60886 4.14906 -2.79807
C -5.84669 -1.66149 -3.09308
H 3.88281 5.56507 -1.09587
H -4.97116 1.62515 2.27079
H -2.12444 0.09644 2.41062
S 2.78348 -6.68262 -1.68475
H -3.95867 0.28960 2.86759
Nb 3.54867 -2.67382 -0.54989
H 1.96774 7.20622 -1.47178
H -6.12181 -1.88059 -4.12879
H 0.88297 -2.10300 -2.88242
N 4.70364 -4.50111 -0.61331
H 0.93816 -1.66818 3.57615
H 8.48237 -2.07121 -0.04186
H 6.75974 -2.73586 0.65199
H 2.06015 3.17429 -2.54995
H -3.50058 0.52471 -3.12870
C 2.99907 4.94657 -0.91434
B 5.23309 -1.63496 -1.71566
H 0.33405 -2.59804 -1.13791
H -2.01268 0.96203 4.44160
Cl 1.97482 0.56486 -2.84699
H 4.54270 -0.82990 -3.41245
H -6.06860 -2.53253 -2.47068
C -3.54113 -2.05640 -2.28961
O 0.80635 4.26744 -3.71488
H -3.19964 -0.54478 -4.51816
C 2.36598 -0.75536 -0.23882
N 2.04487 5.16974 -1.98028
C -3.95847 -0.19864 -3.80996
C -1.10527 -0.32380 2.39933
H -0.37917 1.53358 4.86841
H 0.44500 6.49464 -2.08268
H -4.77993 0.27608 -4.35333
H 3.29928 3.89632 -0.86773
H 4.47340 -2.25686 0.99139
C -6.86823 -0.16368 4.13792
H 6.98429 -0.85165 0.21561
H 2.53975 5.23142 0.03661
N -5.68662 0.65526 3.96572
O -4.21651 2.18393 4.89246
C -4.98847 0.61783 2.69745
H -7.29224 -0.03831 5.13784
H -5.48349 -0.06737 2.00401
C -5.20656 1.46818 4.97039
H 7.48558 -1.73225 -2.41661
O -0.67586 -0.93404 1.42887
C 1.25669 -0.41331 -1.39691
C 7.31500 -1.96110 -0.06652
N -0.40950 -0.08418 3.56515
C -0.99063 0.64849 4.67060
C 0.94544 -0.58005 3.69001
O 5.06856 -0.46707 -2.61474
O -2.34092 -1.83165 -2.20265
N -4.43815 -1.32975 -3.04325
Cl 3.57228 0.63416 0.10099
H 1.36586 -0.31446 4.66372
H 1.78115 6.82656 -3.20941
H -1.00206 0.00423 5.55452
F 2.02380 -3.71510 0.55088
*
```

Results
- orbital gap (eV) = 6.5
- E_HOMO (eV) = -4.8521
- lowest unoccupied orbital energy (eV) = 1.695

2.
One molecule with the formula C21H20N4OS, computed with ωB97M-V with the def2-TZVPD basis set.

```
! wB97M-V def2-TZVPD RIJCOSX def2/J DEFGRID3
* xyz 0 1
O 0.99561 3.22776 0.64175
C 2.79467 -1.88283 1.55271
H -2.85033 -4.34116 0.88255
C -0.75336 0.35128 -0.26843
C -2.60976 2.45380 -3.31904
C -0.85072 2.33703 -1.62331
S -3.83800 -1.92836 -1.60668
H 3.47133 2.54514 0.74353
C 4.40918 -1.32007 2.89336
N 1.95362 1.21938 0.27901
C 2.95382 1.47115 2.52681
C -4.99166 -4.41589 -1.04413
H 4.95381 -0.78876 3.64804
H -4.90886 -4.74420 -2.07960
N 4.86166 -2.35240 2.23833
C -3.93886 -3.41602 -0.72718
H -0.71672 5.24738 -3.35162
C 0.94225 2.11312 0.16347
C -1.05534 4.26904 -3.04447
H -1.31076 -2.27009 0.95375
H 1.86994 0.31072 -0.14583
C -1.97126 1.74759 -2.27751
C -2.96486 -3.49740 0.22483
H 3.97400 -3.55407 0.73487
C -2.12688 -2.36926 0.26014
C -0.41051 3.60885 -2.03410
H 0.42848 4.06062 -1.52834
N -2.45053 0.54096 -1.94203
C -2.15772 3.68826 -3.69121
H 2.26436 2.26421 2.81714
C 3.86243 -2.71831 1.39565
C -1.88082 -0.13997 -0.97226
H -3.45488 1.98533 -3.79833
H -0.33271 -0.23733 0.53295
H 1.35389 0.01879 2.61570
C 3.16324 1.52954 1.00879
H 2.33912 0.11132 4.08547
H -4.89595 -5.28069 -0.39203
C 2.37422 0.13007 2.99130
C -0.23498 1.57869 -0.59178
H 3.91353 1.65040 3.01267
C -2.46513 -1.42298 -0.67084
H -5.98277 -3.98318 -0.91258
H 3.94067 0.82843 0.70048
N 3.15022 -0.98682 2.52179
H -2.64792 4.22879 -4.48772
H 1.83126 -1.86783 1.08395
*
```

Results
- ΔE to the lowest compared entry with this formula, charge and spin (eV) = 0.000
- orbital gap (eV) = 7.8
- E_HOMO (eV) = -8.1272
- lowest unoccupied orbital energy (eV) = -0.297

3.
An isolated ion of composition C4H14N3 and charge +1 in a non-equilibrium geometry, computed with ωB97M-V with the def2-TZVPD basis set.

```
! wB97M-V def2-TZVPD RIJCOSX def2/J DEFGRID3
* xyz 1 1
H 2.01393 -1.16571 -0.36078
N -0.37006 1.03231 -1.04061
H -0.22507 -1.52477 2.69965
H -0.84996 -1.90333 -1.04596
H -1.74343 0.36260 0.43333
H 0.63723 0.51528 1.62734
N 1.73458 -0.25309 0.04996
C -0.63381 2.50808 -0.72694
C 0.61602 -0.39705 0.94457
N -1.49403 -1.11491 -0.83090
H -0.58426 0.87885 -2.10233
H -2.21246 -0.93909 -1.57142
H 0.10392 -2.50050 1.21427
H 0.15435 3.22056 -1.17346
H 2.56954 0.12248 0.51465
H 0.64230 0.84997 -0.98177
C -0.93472 -0.06333 -0.09190
H -1.70367 2.74598 -1.08241
H -0.56608 2.62042 0.42741
C 0.43497 -1.65345 1.81362
H 1.43901 -1.97398 2.17912
*
```

Results
- ΔE to the lowest compared entry with this formula, charge and spin (eV) = 2.224
- orbital gap (eV) = 11.0
- E_HOMO (eV) = -13.8690
- lowest unoccupied orbital energy (eV) = -2.828

4.
One molecule with the formula C9H17N5O in a non-equilibrium geometry, computed with ωB97M-V with the def2-TZVPD basis set.

```
! wB97M-V def2-TZVPD RIJCOSX def2/J DEFGRID3
* xyz 0 1
H 4.50746 -1.19926 0.08571
H -2.50263 -2.24700 0.69229
H -0.81611 -0.75007 0.48471
C -2.00002 1.43388 -0.70666
N 0.95315 1.01626 -0.63017
N 1.09246 2.77153 0.78133
C 2.39561 -1.86603 0.13542
C 3.39200 0.25970 -0.74814
C -1.66484 0.29180 -1.29652
H -1.23722 3.13832 0.72393
H -0.81592 0.64049 -2.10056
H -0.91955 -1.62749 -0.90069
H -2.71118 -0.35406 2.00884
C -2.62784 -1.44733 0.27946
N 2.29761 1.17211 -0.18317
H 1.45465 -1.45170 0.29396
H -4.23890 -0.95351 1.76492
H -2.61874 0.15795 -1.76371
H 2.57612 -2.08083 -1.08256
H -3.58789 -1.64683 -0.40170
H 2.64262 -2.84905 0.72088
C -1.34001 -0.77184 -0.34637
H 3.19582 0.24757 -1.63511
N 2.31688 2.40792 0.68128
H -3.73058 0.33995 1.00604
N -1.07702 2.06277 0.31100
C 3.56129 -0.82509 0.09824
C -3.35493 -0.55424 1.44083
C 0.32725 1.94668 0.02287
H 4.12943 1.18326 -0.42315
H 3.56091 -0.51445 1.18497
O -3.15988 2.06858 -0.49813
*
```

Results
- ΔE to the lowest compared entry with this formula, charge and spin (eV) = 10.060
- orbital gap (eV) = 9.5
- E_HOMO (eV) = -8.9650
- lowest unoccupied orbital energy (eV) = 0.498

5.
C51H40Cl2NO3P2V as an isolated structure in a non-equilibrium geometry, computed with ωB97M-V with the def2-TZVPD basis set.

```
! wB97M-V def2-TZVPD RIJCOSX def2/J DEFGRID3
* xyz 0 3
H 4.97617 1.20775 -3.03559
C -2.18769 1.32902 -3.63927
C -3.79766 4.01656 0.06612
H -1.32065 1.60551 1.76957
C -0.34166 -3.59074 1.74159
C 3.82596 4.36146 -3.46895
C -2.86083 -2.68015 -2.12855
C -0.18379 -0.10014 4.02660
O 0.81202 2.74585 -2.14327
C -1.99098 -1.63466 -1.82091
C 1.68804 -3.68459 3.10867
C -2.01600 2.28250 1.28972
C -2.22679 2.19263 -0.08639
C 2.99066 1.85285 -2.55532
H 6.01904 1.42197 1.58977
C -0.03108 2.87165 -4.40522
H 5.70370 3.40676 -3.87446
C 3.59746 -1.15046 -3.58372
Cl 2.04048 -5.41706 5.14807
C -3.11133 3.08195 -0.69435
H -2.54231 3.25926 3.11920
H -5.77359 -1.24236 -1.18769
C 2.72297 1.98306 2.10557
C 4.08608 1.95635 2.35760
H 4.40383 -2.35253 -5.16127
C -2.41950 -0.86136 3.10047
H 5.29531 -3.62453 -1.17370
H -4.24428 0.59205 -0.60035
C -1.19033 1.60292 -2.70225
C -3.85708 -0.31797 -1.04152
C -3.60086 4.08025 1.43906
C 2.52817 4.19352 -3.00872
H 1.15963 1.47988 0.72728
H -4.00299 -2.37374 1.45704
O -1.02259 -3.14864 0.68244
C 4.95203 1.43371 1.40623
C 4.94645 -3.10568 -3.22441
H 0.06787 0.76179 4.64704
C -0.16734 -5.14474 3.61205
H -3.26684 3.05083 -1.76588
H 2.04298 2.39986 2.83811
C -1.63196 -0.47148 4.19612
H 0.45973 -0.92899 4.33215
C 2.22403 1.46767 0.91704
C 2.12122 2.93917 -2.59130
H 4.01787 -1.73016 -0.27640
C -4.21527 -2.53728 -1.90766
H -5.31177 -1.56732 4.70564
H -0.93325 -1.73369 -2.06800
C -3.75259 -1.26759 3.28169
N -1.86012 -0.86120 1.83427
C 4.10921 -1.85069 -1.34802
C 4.82889 -2.92509 -1.85568
C -4.28582 -1.24984 4.56080
H 2.44281 -1.55310 1.65542
C -2.20723 -0.46488 5.46129
C -2.12136 1.81182 -4.93457
C 4.32540 -2.21407 -4.09039
C -1.03012 2.57711 -5.31616
H -3.02454 0.70298 -3.36117
P 2.36046 0.37517 -1.64350
C 1.12748 -4.69281 3.85046
C -2.70693 3.21357 2.05047
C -3.52451 -0.84621 5.64882
H -4.48648 4.69787 -0.41656
P -1.26006 0.93778 -0.99501
O 0.72338 -1.18966 0.60083
H 5.51069 -3.94188 -3.61639
V -1.13633 -1.30068 0.44164
H 4.47499 2.34577 3.28987
C 1.44928 -1.92919 1.41863
H -0.61047 -5.91651 4.22299
H -4.89762 -0.85590 1.51647
C -0.11607 2.40264 -3.09873
C -4.57668 -1.71463 2.11026
H 1.83334 5.02286 -2.97312
H 3.10166 -0.46805 -4.26623
C 3.49586 -0.94220 -2.20493
H -0.95315 2.95552 -6.32718
C 4.45295 0.93582 0.21229
Cl -2.49423 -5.12950 2.24529
C 3.08166 0.93055 -0.03862
H -3.95573 -0.84129 6.64158
H 5.14067 0.55568 -0.53343
C -4.71154 -1.35094 -1.36676
H 2.68209 -3.32318 3.33901
H -2.90733 1.57784 -5.63969
C -0.87731 -4.57813 2.56365
H -4.13877 4.81100 2.02910
H 0.81577 3.46834 -4.71029
C 0.95295 -3.07622 2.06430
C 4.28199 2.03928 -3.03977
H 0.05958 0.12455 2.98930
H -5.46619 -2.24528 2.44904
H 4.15478 5.33672 -3.80286
H -1.60241 -0.16470 6.30937
H -2.46327 -3.60106 -2.53247
C 4.69453 3.27941 -3.50488
H -4.88989 -3.34954 -2.14269
C -2.47695 -0.43678 -1.26578
*
```

Results
- ΔE to the lowest compared entry with this formula, charge and spin (eV) = 0.000
- orbital gap (alpha / beta) (eV) = 5.5 / 7.4
- E_HOMO (alpha / beta) (eV) = -5.5949 / -7.6885
- ⟨S²⟩ = 2.0848
- lowest unoccupied orbital energy (alpha / beta) (eV) = -0.111 / -0.286